i | Computed, not measured: the molecule C3H6O, with wB97M-V/def2-TZVPD.

Each line ends with the natural charge from an NBO analysis.
Element x y z (Å)
1 H 0.72 -1.19 -0.68  0.17
2 C -1.69 0.15 -0.01  -0.40
3 H 2.69 -0.19 0.06  0.47
4 O 1.93 0.38 -0.07  -0.72
5 H -2.51 0.84 -0.17  0.20
6 H -1.96 -0.86 0.26  0.19
7 C -0.44 0.53 -0.13  -0.19
8 C 0.74 -0.38 0.07  -0.10
9 H 0.69 -0.84 1.06  0.17
10 H -0.17 1.54 -0.40  0.21

## Properties
HOMO level = -0.3523 Eh
2S+1 = 1
Orbital gap = 10.57 eV


ii | Computed, not measured: a structure of composition C3H6O, with wB97M-V/def2-TZVPD.

Each line ends with the natural charge from an NBO analysis.
Element x y z (Å)
1 H -0.21 -0.28 1.58  0.22
2 C -0.32 -0.86 -0.48  0.04
3 H -0.82 1.82 0.12  0.18
4 C 0.29 -0.06 0.64  -0.49
5 O -0.54 0.27 -1.30  -0.51
6 H 1.37 -0.19 0.80  0.21
7 H 0.83 1.73 -0.59  0.18
8 C -0.03 1.15 -0.24  -0.06
9 H -1.16 -1.55 -0.46  0.18
10 H 0.58 -2.04 -0.08  0.03

## Properties
HOMO level = -0.3189 Eh
2S+1 = 1
Orbital gap = 9.55 eV


iii | Computed, not measured: the molecule C3H6O, with wB97M-V/def2-TZVPD.

Each line ends with the natural charge from an NBO analysis.
Element x y z (Å)
1 H 0.78 1.81 0.43  0.25
2 C 0.09 1.25 -0.22  -0.73
3 H -0.59 -0.97 1.37  0.23
4 C 0.55 -0.17 -0.24  0.58
5 H -0.03 -2.22 0.22  0.24
6 H -1.36 -1.13 -0.20  0.23
7 O 1.67 -0.43 -0.60  -0.54
8 H -0.93 1.36 0.16  0.21
9 C -0.39 -1.20 0.31  -0.72
10 H 0.21 1.68 -1.24  0.25

## Properties
HOMO level = -0.3551 Eh
2S+1 = 1
Orbital gap = 10.62 eV


Quick one: most stable of them? iii


i | Computed, not measured: a structure of composition C3H6O, with wB97M-V/def2-TZVPD.

Each line ends with the natural charge from an NBO analysis.
Element x y z (Å)
1 O 0.73 -0.85 0.83  -0.54
2 H -0.96 1.01 0.79  0.20
3 H 2.34 -0.37 -0.39  0.22
4 H 0.70 -0.34 -1.10  0.25
5 C 1.35 -0.02 -0.11  -0.22
6 C -0.26 -0.87 -0.18  0.16
7 C -1.30 0.19 0.14  -0.74
8 H -1.79 0.58 -0.75  0.22
9 H 1.25 1.05 0.07  0.19
10 H -2.06 -0.37 0.70  0.25

## Properties
HOMO level = -0.3083 Eh
2S+1 = 1
Orbital gap = 9.43 eV


ii | Computed, not measured: the molecule C3H6O, with wB97M-V/def2-TZVPD.

Each line ends with the natural charge from an NBO analysis.
Element x y z (Å)
1 C -0.57 0.41 0.59  -0.22
2 O 0.93 -0.65 -1.15  -0.72
3 H 0.71 1.26 -0.94  0.17
4 C 0.02 0.42 -0.81  -0.09
5 C -0.32 -0.67 1.33  -0.40
6 H -1.11 1.27 0.96  0.21
7 H -0.80 0.55 -1.53  0.18
8 H -0.84 -0.94 2.24  0.20
9 H 0.26 -1.44 0.82  0.21
10 H 1.70 -0.22 -1.51  0.47

## Properties
HOMO level = -0.3539 Eh
2S+1 = 1
Orbital gap = 10.56 eV


iii | Computed, not measured: a cluster of 2 separate species, C3H6O in total, with wB97M-V/def2-TZVPD.

Each line ends with the natural charge from an NBO analysis.
Element x y z (Å)
1 C 0.69 -0.76 -0.72  -0.24
2 H 0.53 1.24 1.30  0.26
3 H -2.73 0.19 0.77  0.46
4 H 2.51 0.60 -0.06  0.21
5 H 0.47 -1.64 -0.12  0.21
6 O -2.21 0.05 -0.03  -0.98
7 H 0.12 -0.70 -1.63  0.21
8 C 0.41 0.49 0.52  -0.33
9 C 1.46 0.32 -0.18  -0.28
10 H -1.26 0.21 0.16  0.47

## Properties
HOMO level = -0.3678 Eh
2S+1 = 1
Orbital gap = 10.49 eV


iv | Computed, not measured: a cluster of 2 separate species, C3H6O in total, with wB97M-V/def2-TZVPD.

Each line ends with the natural charge from an NBO analysis.
Element x y z (Å)
1 C 0.71 0.00 1.12  -0.38
2 H 0.89 1.06 1.27  0.17
3 H 1.82 -0.65 2.83  0.20
4 C -1.52 0.58 -2.34  0.28
5 O -0.93 -0.12 -1.56  -0.50
6 H -2.40 1.10 -1.89  0.10
7 H 1.27 -1.94 1.71  0.18
8 C 1.39 -0.87 1.86  -0.40
9 H -1.20 0.94 -3.33  0.12
10 H -0.04 -0.11 0.34  0.22

## Properties
HOMO level = -0.3550 Eh
2S+1 = 1
Orbital gap = 10.23 eV


Quick one: most stable of them? ii


i | Computed, not measured: the molecule C3H6O, with wB97M-V/def2-TZVPD.

Each line ends with the natural charge from an NBO analysis.
Element x y z (Å)
1 H 0.68 0.16 -1.83  0.22
2 C -0.57 -1.02 0.74  -0.10
3 C 0.77 0.67 -0.86  -0.64
4 H -1.23 1.01 0.17  0.19
5 H -1.56 -1.30 0.89  0.16
6 C -0.41 0.33 0.13  0.06
7 H 1.70 0.46 -0.35  0.23
8 H 0.01 -1.96 0.67  0.18
9 O -0.06 -0.05 1.57  -0.50
10 H 0.68 1.70 -1.13  0.21

## Properties
HOMO level = -0.3690 Eh
2S+1 = 1
Orbital gap = 11.25 eV


ii | Computed, not measured: a cluster of 2 separate species, C3H6O in total, with wB97M-V/def2-TZVPD.

Each line ends with the natural charge from an NBO analysis.
Element x y z (Å)
1 H 0.34 4.07 5.17  0.19
2 C -1.21 3.72 3.83  -0.38
3 H -1.59 3.79 2.83  0.19
4 C 0.72 -3.64 -4.41  0.27
5 H -0.12 -3.30 -5.02  0.11
6 O 0.51 -4.35 -3.46  -0.49
7 H 1.74 -3.29 -4.58  0.11
8 H -1.84 3.28 4.59  0.19
9 H 0.64 4.76 3.53  0.19
10 C -0.04 4.21 4.17  -0.38

## Properties
HOMO level = -0.3766 Eh
2S+1 = 1
Orbital gap = 11.19 eV


iii | Computed, not measured: the molecule C3H6O, with wB97M-V/def2-TZVPD.

Each line ends with the natural charge from an NBO analysis.
Element x y z (Å)
1 C -0.47 1.24 -0.23  -0.11
2 H -1.03 1.85 -0.97  0.18
3 H -0.83 1.26 0.79  0.17
4 H -0.77 -0.18 -1.25  0.22
5 O 0.85 1.06 -0.62  -0.46
6 H -0.22 -1.94 0.54  0.22
7 H 1.48 -1.52 0.43  0.23
8 H 0.43 -0.55 1.44  0.21
9 C 0.10 -0.13 -0.61  -0.01
10 C 0.47 -1.09 0.49  -0.64

## Properties
HOMO level = -0.3437 Eh
2S+1 = 1
Orbital gap = 10.55 eV


Quick one: most stable of them? i


i | Computed, not measured: a cluster of 10 separate species, C5H29NO10S in total, with wB97M-V/def2-TZVPD.

Each line ends with the natural charge from an NBO analysis.
Element x y z (Å)
1 O 0.07 1.67 2.88  -1.00
2 H -1.04 -1.40 -2.70  0.47
3 C -1.23 2.70 -0.47  -0.42
4 H -4.26 0.33 -0.86  0.47
5 H 0.25 0.78 -1.48  0.31
6 H 0.75 -3.39 0.80  0.49
7 H -0.42 0.83 3.22  0.51
8 H -1.28 -2.90 -0.02  0.48
9 H 0.09 -1.17 0.56  0.10
10 C 2.39 -0.62 0.53  -0.54
11 O 0.04 1.51 -3.86  -0.95
12 H -2.83 0.44 -0.51  0.49
13 H 1.67 -1.13 1.20  0.25
14 O 2.34 3.40 -1.48  -0.97
15 H -1.30 2.39 -1.50  0.21
16 H 1.92 -1.39 -1.74  0.11
17 C 1.99 0.71 -0.11  -0.45
18 H -0.71 2.02 -4.16  0.48
19 H -2.07 2.17 -0.06  0.18
20 O -1.93 -3.32 -0.59  -0.97
21 H 2.65 0.85 -1.02  0.25
22 H -0.13 -2.73 1.85  0.47
23 N 0.08 2.26 0.11  -0.66
24 H -0.17 -1.27 2.73  0.47
25 H -1.36 3.75 -0.27  0.20
26 H 1.78 2.74 -2.00  0.48
27 S 2.73 -1.80 -0.83  -0.07
28 H 0.13 0.71 -4.37  0.48
29 H 3.38 -0.42 1.08  0.23
30 H 1.07 -0.97 3.65  0.51
31 O -1.25 -0.46 -2.68  -0.97
32 O 0.72 -1.46 2.87  -0.95
33 H -1.59 -4.21 -0.65  0.46
34 O -3.46 0.66 -1.23  -0.97
35 C -0.41 -0.16 0.29  0.47
36 O -1.63 -0.17 0.46  -0.64
37 H 2.43 1.51 0.59  0.24
38 H 1.86 3.64 -0.66  0.49
39 O -0.13 -3.48 1.22  -0.94
40 H 0.08 2.33 1.09  0.39
41 H 0.63 2.06 3.54  0.48
42 H -2.37 -0.52 2.86  0.51
43 H -2.55 0.25 4.25  0.50
44 C 0.50 0.87 -0.29  -0.19
45 O -1.98 -0.02 3.57  -0.98
46 H -2.02 -0.44 -2.05  0.50

## Properties
HOMO level = -0.3163 Eh
2S+1 = 1
Orbital gap = 8.39 eV


ii | Computed, not measured: a cluster of 10 separate species, C5H29NO10S in total, with wB97M-V/def2-TZVPD.

Each line ends with the natural charge from an NBO analysis.
Element x y z (Å)
1 O 1.79 1.72 0.90  -0.99
2 H -1.91 -0.33 -2.85  0.23
3 O 0.81 2.89 -2.44  -0.93
4 C -0.80 -0.57 -2.71  -0.74
5 H 1.41 -2.97 -1.63  0.48
6 H 3.40 -1.66 -1.32  0.46
7 C -0.10 0.02 -1.48  0.67
8 O 1.86 -2.53 -2.35  -0.96
9 H 1.70 4.64 1.60  0.47
10 H -2.78 0.38 3.62  0.11
11 H -3.78 1.79 1.01  0.23
12 H 0.02 2.23 -2.11  0.46
13 C -2.32 0.64 -0.54  -0.24
14 H -2.51 1.58 -1.06  0.20
15 O 4.19 -1.92 -1.01  -0.93
16 H 0.75 0.41 2.56  0.50
17 O 0.26 -0.43 2.68  -0.96
18 H -2.85 -0.27 -0.97  0.20
19 H 2.70 1.44 0.70  0.50
20 H -2.46 -3.00 2.24  0.47
21 C -2.91 0.84 0.97  -0.43
22 S -3.94 0.03 3.20  -0.02
23 O 0.89 4.45 1.09  -0.94
24 N -0.83 0.49 -0.41  -0.61
25 H 0.85 -1.11 2.53  0.45
26 O 3.65 0.92 -0.95  -0.96
27 H -2.34 -1.12 1.70  0.21
28 O -3.16 -3.49 1.85  -0.93
29 H -3.92 -1.06 0.99  0.23
30 O 1.14 -0.20 -1.30  -0.72
31 H 1.88 -2.42 0.97  0.48
32 H 1.57 2.12 0.05  0.48
33 H -0.27 0.04 -3.56  0.25
34 H 1.23 -2.75 2.24  0.43
35 H -2.88 -3.71 0.96  0.47
36 O 1.85 -3.05 1.72  -0.90
37 H 1.81 -1.64 -2.38  0.48
38 H -2.16 1.54 1.53  0.23
39 C -3.31 -0.44 1.54  -0.52
40 H 0.19 4.56 1.83  0.47
41 H -0.67 -1.63 -2.92  0.27
42 H 2.92 0.71 -1.50  0.49
43 H 4.38 1.00 -1.48  0.47
44 H 0.53 3.72 -2.21  0.47
45 H 4.55 -2.44 -1.73  0.46
46 H -0.40 0.56 0.44  0.44

## Properties
HOMO level = -0.3381 Eh
2S+1 = 1
Orbital gap = 9.19 eV


Quick one: most stable of them? i


i | Computed, not measured: the molecule C3H3NO2, with wB97M-V/def2-TZVPD.

Each line ends with the natural charge from an NBO analysis.
Element x y z (Å)
1 H -0.41 2.25 1.60  0.18
2 H -1.28 -1.94 -1.37  0.50
3 C -0.18 1.66 0.67  0.23
4 C -0.26 -0.59 -0.51  0.37
5 N -0.98 0.43 -0.79  -0.43
6 O 0.78 0.85 0.95  -0.38
7 H 1.91 -0.54 0.04  0.20
8 O -0.49 -1.88 -0.81  -0.65
9 C 0.90 -0.24 0.23  -0.02

## Properties
HOMO level (spin up / spin down) = -0.3013 / -0.3033 Eh
2S+1 = 1
Orbital gap (spin up / spin down) = 7.81 / 7.82 eV


ii | Computed, not measured: the molecule C3H3NO2, with wB97M-V/def2-TZVPD.

Each line ends with the natural charge from an NBO analysis.
Element x y z (Å)
1 C -1.65 0.02 -0.02  0.39
2 N 1.26 -1.43 0.41  -0.12
3 O -1.88 -1.18 -0.04  -0.57
4 H -2.47 0.76 -0.15  0.12
5 H -0.14 1.65 0.14  0.25
6 O 2.14 -0.07 0.12  -0.46
7 C -0.33 0.59 0.14  -0.58
8 C 0.70 -0.28 0.27  0.47
9 H 2.33 -0.12 -0.84  0.51

## Properties
HOMO level = -0.3320 Eh
2S+1 = 1
Orbital gap = 8.70 eV


Quick one: most stable of them? ii


i | Computed, not measured: the molecule C3H3NO2, with wB97M-V/def2-TZVPD.

Each line ends with the natural charge from an NBO analysis.
Element x y z (Å)
1 N -0.21 -0.96 0.00  -0.44
2 H 0.58 0.63 -1.09  0.22
3 C 0.65 0.20 -0.03  0.06
4 H -2.32 -0.94 0.10  0.20
5 O 1.95 0.02 0.38  -0.66
6 O -1.38 0.94 0.20  -0.47
7 H 2.21 -0.87 0.10  0.49
8 C -0.12 1.43 0.26  0.24
9 C -1.36 -0.45 0.10  0.36

## Properties
HOMO level = -0.3546 Eh
2S+1 = 1
Orbital gap = 9.96 eV


ii | Computed, not measured: the molecule C3H3NO2, with wB97M-V/def2-TZVPD.

Each line ends with the natural charge from an NBO analysis.
Element x y z (Å)
1 C -2.26 0.52 0.10  0.88
2 N -1.08 0.41 0.24  -0.68
3 C 0.06 -0.63 -0.06  0.76
4 O -3.36 0.73 0.17  -0.48
5 H 1.53 0.82 0.75  0.24
6 O -0.16 -1.72 -0.44  -0.49
7 H 2.25 -0.63 0.10  0.24
8 C 1.43 0.04 0.06  -0.71
9 H 1.59 0.46 -0.94  0.25

## Properties
HOMO level = -0.3972 Eh
2S+1 = 1
Orbital gap = 11.40 eV


Quick one: most stable of them? ii


i | Computed, not measured: the molecule C3H3NO2, with wB97M-V/def2-TZVPD.

Each line ends with the natural charge from an NBO analysis.
Element x y z (Å)
1 O -1.89 0.00 0.98  -0.46
2 O -0.04 1.41 -0.29  -0.67
3 H -1.62 -1.47 -0.35  0.13
4 N 2.62 -0.41 0.55  -0.29
5 H 0.13 1.76 0.53  0.48
6 H 0.29 -0.41 -1.40  0.22
7 C 1.57 -0.29 0.11  0.23
8 C 0.18 0.03 -0.34  -0.09
9 C -1.26 -0.63 0.20  0.44

## Properties
HOMO level = -0.3901 Eh
2S+1 = 1
Orbital gap = 10.79 eV


ii | Computed, not measured: the molecule C3H3NO2, with wB97M-V/def2-TZVPD.

Each line ends with the natural charge from an NBO analysis.
Element x y z (Å)
1 C -1.62 -1.07 0.93  0.16
2 O -0.53 -1.27 -1.18  -0.51
3 C -0.74 -0.63 -0.18  0.72
4 N -2.19 -1.40 1.87  -0.24
5 H 0.99 1.35 -1.32  0.20
6 H 1.46 1.61 0.39  0.21
7 O -0.19 0.52 0.20  -0.48
8 C 1.08 0.89 -0.33  -0.26
9 H 1.73 0.01 -0.39  0.20

## Properties
HOMO level = -0.4357 Eh
2S+1 = 1
Orbital gap = 11.95 eV


Quick one: most stable of them? ii